# 1
{"formula": "CH2NO2P", "method": "ωB97M-V/def2-TZVPD", "spin_multiplicity": 1, "total_energy_ev": -15938.71923, "relative_energy_kj_mol": 465.5, "e_homo_ha": [-0.36840, -0.36453], "gap_ev": [7.88, 6.79], "species": ["C", "N", "O", "O", "P", "H", "H"], "xyz": [[0.34020, -0.13860, -0.64349], [0.38517, -0.81208, 0.60558], [-0.66042, 0.75484, -0.88492], [-1.11127, 1.08456, 1.10390], [-0.45344, -0.08237, 1.75590], [1.40596, 0.21533, -0.66309], [0.09380, -1.02168, -1.27388]], "atomic_forces_ev_per_a": [[0.786, 0.088, -0.101], [-1.117, -0.679, 2.789], [0.464, -0.425, 0.577], [-1.417, 2.179, -0.742], [1.764, -1.988, -0.622], [-0.829, 0.248, -1.173], [0.348, 0.578, -0.728]], "nbo_charge": [-0.0188, -0.9075, -0.2379, -0.7345, 1.4520, 0.1817, 0.2650]}


# 2
{"formula": "CH2NO2S", "method": "ωB97M-V/def2-TZVPD", "spin_multiplicity": 1, "total_charge": -1, "total_energy_ev": -17488.99795, "relative_energy_kj_mol": 194.2, "e_homo_ha": [-0.17423, -0.17560], "gap_ev": [7.06, 6.98], "species": ["C", "N", "O", "O", "S", "H", "H"], "xyz": [[-1.50314, -0.10817, 0.12349], [-1.17163, 1.04114, 0.06668], [-2.00481, -1.19964, 0.19640], [1.72121, -0.82545, -0.24110], [0.73903, 2.73499, 0.54247], [1.07322, -1.51268, -0.19238], [1.14612, -0.13019, -0.49555]], "atomic_forces_ev_per_a": [[-0.312, 1.498, 0.275], [0.919, -0.156, -0.013], [0.327, -0.516, -0.112], [1.039, -0.724, 0.083], [-0.882, -0.885, -0.223], [-0.415, -1.115, 0.270], [-0.676, 1.898, -0.280]], "nbo_charge": [0.6547, -0.7498, -0.6964, -0.9477, -0.2047, 0.4594, 0.4847]}


# 3
{"formula": "CH2NO2S", "method": "ωB97M-V/def2-TZVPD", "spin_multiplicity": 1, "total_charge": -1, "total_energy_ev": -17487.10326, "relative_energy_kj_mol": 377.0, "e_homo_ha": [-0.05140, -0.13847], "gap_ev": [4.89, 7.18], "species": ["C", "N", "O", "O", "S", "H", "H"], "xyz": [[-1.34422, 0.09578, -0.04815], [1.17366, 0.17723, 0.09466], [-1.28014, -0.97331, -0.55509], [2.10247, -0.64081, 0.70680], [-1.87605, 1.60300, -0.00639], [0.30573, 0.14090, 0.67033], [0.91855, -0.40280, -0.86215]], "atomic_forces_ev_per_a": [[0.420, -1.067, -0.311], [1.947, -3.381, -1.920], [-0.889, -0.347, -0.067], [-1.026, 1.217, -0.582], [-0.489, 0.925, 0.130], [-0.456, 0.503, 0.167], [0.492, 2.150, 2.582]], "nbo_charge": [0.2479, -0.4179, -0.5833, -0.6033, -0.2375, 0.2966, 0.2975]}


# 4
{"formula": "CH2NO2S", "method": "ωB97M-V/def2-TZVPD", "spin_multiplicity": 1, "total_charge": -1, "total_energy_ev": -17484.98876, "relative_energy_kj_mol": 581.0, "e_homo_ha": [-0.15229, -0.15231], "gap_ev": [7.70, 7.70], "species": ["C", "N", "O", "O", "S", "H", "H"], "xyz": [[-0.25214, 0.56341, 0.49682], [2.09105, -0.75596, 0.94195], [4.21025, -1.79148, -0.14101], [2.44967, -0.91823, -1.55316], [2.89359, -1.17033, -0.21954], [-1.01383, -0.15442, 0.78236], [-0.11454, 1.05909, 1.46708]], "atomic_forces_ev_per_a": [[0.515, 0.708, -0.525], [0.113, -0.325, -0.137], [0.063, -0.120, -0.010], [-0.092, -0.066, -2.041], [-0.877, 0.769, 2.287], [-0.234, -1.076, 0.131], [0.511, 0.110, 0.295]], "nbo_charge": [-0.2351, -1.1113, -0.9686, -0.9660, 2.1669, 0.0518, 0.0624]}


# 5
{"formula": "CH2NO2S3", "method": "ωB97M-V/def2-TZVPD", "spin_multiplicity": 1, "total_charge": -1, "total_energy_ev": -39161.10962, "relative_energy_kj_mol": 67.8, "e_homo_ha": -0.16828, "gap_ev": 7.71, "species": ["O", "S", "O", "N", "C", "S", "S", "H", "H"], "xyz": [[2.64641, -0.33698, -0.85427], [1.56404, 0.13163, -0.00926], [2.02575, 0.32448, 1.36297], [0.31642, -0.81395, -0.14183], [-0.87190, -0.23213, 0.17167], [-1.18549, 1.24338, 0.78593], [-2.28102, -1.29087, -0.26365], [1.03951, 1.35405, -0.59338], [-3.25373, -0.37961, -0.45817]], "atomic_forces_ev_per_a": [[-0.638, 0.100, -0.524], [2.250, 1.294, 0.439], [-0.986, 0.446, -0.702], [-2.795, -0.019, 0.254], [1.009, -1.349, -1.067], [-0.346, 1.358, 0.537], [0.262, -0.650, -0.260], [0.765, -1.339, 0.977], [0.479, 0.161, 0.346]], "nbo_charge": [-0.9902, 2.1331, -0.9755, -0.8964, -0.0793, -0.2439, -0.0410, -0.0350, 0.1284]}


# 6
{"formula": "CH2NO3S", "method": "ωB97M-V/def2-TZVPD", "spin_multiplicity": 1, "total_charge": -1, "total_energy_ev": -19535.59317, "relative_energy_kj_mol": 319.3, "e_homo_ha": [-0.14059, -0.16529], "gap_ev": [6.56, 7.35], "species": ["C", "N", "O", "O", "O", "S", "H", "H"], "xyz": [[0.20012, -0.93680, 1.08815], [0.74701, -0.10505, 0.27556], [1.80774, 1.85759, -0.67832], [-0.28747, -0.84620, 2.24642], [-1.45858, 0.67732, -2.01399], [0.50210, 1.36072, -0.24876], [0.29148, -2.12089, 0.67426], [-1.80239, 0.11331, -1.34333]], "atomic_forces_ev_per_a": [[-1.906, -5.080, 2.955], [0.813, 3.225, -1.754], [-0.806, 0.064, -0.270], [1.034, 0.613, -2.483], [1.515, 1.177, -0.197], [0.089, -1.876, 0.149], [-0.247, 2.699, 0.694], [-0.491, -0.822, 0.905]], "nbo_charge": [0.5395, -0.8786, -0.8819, -0.6547, -1.1327, 1.5495, 0.0580, 0.4010]}


# 7
{"formula": "CH2NO3S", "method": "ωB97M-V/def2-TZVPD", "spin_multiplicity": 1, "total_charge": -1, "total_energy_ev": -19537.29199, "relative_energy_kj_mol": 155.4, "e_homo_ha": -0.16525, "gap_ev": 8.76, "species": ["C", "N", "S", "O", "O", "O", "H", "H"], "xyz": [[-0.59510, 0.29375, 1.35077], [-0.96799, -0.39759, 0.36830], [0.43512, -0.25425, -1.23734], [1.62468, -0.22777, -0.35689], [0.17760, 1.01293, -1.87261], [0.25140, -1.41146, -2.06730], [-1.16677, 0.18925, 2.30434], [0.24107, 0.79514, 1.51073]], "atomic_forces_ev_per_a": [[-3.858, -3.162, 0.220], [1.084, 0.346, -2.107], [0.562, 0.736, 3.754], [-0.779, -0.413, -1.200], [-0.562, 0.314, -0.227], [-0.320, -0.466, 0.168], [-0.255, 0.132, -0.488], [4.128, 2.512, -0.121]], "nbo_charge": [-0.1115, -0.5829, 2.4110, -1.0169, -0.9917, -0.9693, 0.1087, 0.1527]}


# 8
{"formula": "CH2NO3S", "method": "ωB97M-V/def2-TZVPD", "spin_multiplicity": 1, "total_charge": -1, "total_energy_ev": -19535.43832, "relative_energy_kj_mol": 334.2, "e_homo_ha": -0.13655, "gap_ev": 7.91, "species": ["C", "N", "O", "O", "O", "S", "H", "H"], "xyz": [[-1.18308, 0.21304, -0.10469], [0.08385, 0.76069, -0.41174], [2.11550, -0.52092, -1.09231], [1.16886, -1.14177, 1.02578], [-0.78087, 1.26071, 0.65685], [1.67229, -0.04028, 0.23577], [-1.93099, 0.29993, -0.78112], [-1.14556, -0.83139, 0.47146]], "atomic_forces_ev_per_a": [[2.900, -4.396, 2.971], [0.530, 0.692, -0.924], [0.339, 0.375, 0.117], [-0.523, -1.238, 1.583], [-0.222, 1.485, 1.250], [-0.454, 0.421, -1.708], [-2.375, 0.602, -2.095], [-0.196, 2.059, -1.192]], "nbo_charge": [0.0366, -0.3930, -1.0401, -1.0407, -0.4409, 1.5889, 0.1366, 0.1525]}


# 9
{"formula": "CH2NO3S", "method": "ωB97M-V/def2-TZVPD", "spin_multiplicity": 1, "total_charge": -1, "total_energy_ev": -19537.67628, "relative_energy_kj_mol": 118.3, "e_homo_ha": -0.13670, "gap_ev": 7.76, "species": ["N", "C", "O", "S", "O", "O", "H", "H"], "xyz": [[0.83609, 0.81218, 0.31251], [-0.53682, 0.58386, 0.20202], [-1.46086, 1.54535, 0.30965], [-0.81600, -1.36005, -0.16183], [-1.45626, -1.34477, -1.49214], [0.71325, -1.64669, -0.21585], [1.40428, 1.43165, 0.77551], [1.31633, -0.02154, 0.27012]], "atomic_forces_ev_per_a": [[-3.527, -0.449, -0.986], [-2.200, 4.973, 0.790], [4.354, -4.766, -0.377], [2.450, 0.818, -0.202], [-0.010, -0.107, 0.070], [-2.286, -0.511, 0.069], [0.235, 2.767, 1.242], [0.984, -2.725, -0.606]], "nbo_charge": [-0.8451, 0.4273, -0.7011, 1.4231, -1.0092, -1.0755, 0.3688, 0.4117]}


# 10
{"formula": "CH2NO4P", "method": "ωB97M-V/def2-TZVPD", "spin_multiplicity": 1, "total_charge": -2, "total_energy_ev": -20037.19804, "relative_energy_kj_mol": 368.6, "e_homo_ha": 0.00162, "gap_ev": 6.82, "species": ["C", "N", "O", "O", "O", "O", "P", "H", "H"], "xyz": [[-1.39039, 0.46241, -0.15044], [-0.56881, -0.55599, -0.07126], [2.14973, -1.39809, 0.12337], [1.59899, 0.55556, -1.50853], [-2.57791, 0.56194, 0.05256], [1.36096, 0.85258, 1.03324], [1.41808, -0.08693, -0.09922], [-0.82227, 1.26240, -0.53044], [-1.16839, -1.65388, 1.15073]], "atomic_forces_ev_per_a": [[0.806, -1.691, -0.007], [0.132, -2.939, 2.617], [-0.750, 0.320, -0.200], [-0.848, -1.009, 1.740], [-2.649, 0.390, 0.838], [0.083, 1.363, 1.509], [0.964, -0.769, -2.352], [0.936, 1.647, -0.979], [1.327, 2.689, -3.167]], "nbo_charge": [0.4423, -0.7289, -1.2276, -1.2243, -0.7408, -1.2357, 2.4561, 0.1389, 0.1201]}